C25H29FLiN3O3Se | the ωB97M-V functional and the def2-TZVPD basis

Structure (XYZ):
```
63
Properties=species:S:1:pos:R:3
Li 15.20 5.10 10.73
C 21.07 3.52 15.22
C 20.20 4.74 14.90
N 18.87 4.49 14.36
C 18.75 4.30 13.00
C 17.55 4.22 12.31
C 17.49 3.91 10.82
O 18.62 3.77 10.24
O 16.33 3.85 10.29
C 16.37 4.60 13.11
O 15.38 5.19 12.64
C 16.49 4.45 14.55
C 15.28 4.56 15.30
C 15.46 4.61 16.67
F 14.34 5.09 17.37
C 16.66 4.44 17.40
C 17.77 4.47 16.57
C 17.74 4.46 15.16
N 16.80 4.23 18.80
C 18.10 4.08 19.44
C 18.01 3.89 20.97
N 16.79 4.63 21.48
C 15.54 4.07 20.91
C 15.73 3.53 19.48
H 22.11 3.71 14.97
H 20.70 2.68 14.64
H 21.10 3.25 16.30
H 20.71 5.26 14.06
H 20.20 5.37 15.79
H 19.66 4.17 12.44
H 14.29 4.53 14.80
H 18.75 4.37 17.06
H 18.76 4.99 19.21
H 18.57 3.14 19.03
H 18.87 4.30 21.60
H 17.81 2.87 21.31
H 16.86 5.59 21.13
H 16.81 4.57 22.50
H 14.89 4.93 20.87
H 15.18 3.28 21.52
H 14.79 3.68 18.94
H 15.87 2.42 19.43
C 7.48 4.13 7.53
C 8.75 4.17 8.39
C 8.72 4.13 9.78
C 9.94 4.12 10.43
C 9.94 4.30 11.94
C 11.18 4.02 9.79
Se 12.82 3.77 10.71
C 11.12 4.11 8.40
C 12.42 3.94 7.67
C 9.95 4.13 7.64
H 6.70 4.30 8.25
H 7.22 3.16 7.12
H 7.46 4.87 6.76
H 7.79 4.22 10.39
H 9.02 3.86 12.36
H 9.98 5.34 12.33
H 10.83 3.78 12.30
H 13.13 4.63 8.14
H 12.30 4.06 6.62
H 12.91 2.94 7.98
H 9.93 4.40 6.58
```

Computed properties:
- E_HOMO: -4.593 eV
- E: -3868.76639 Ha
- Relative energy (zero: lowest compared OMol25 entry of this formula, charge and spin): 11.9 kcal per mole
- Kohn-Sham gap: 2.33 eV

These are the natural (NBO) partial charges, in e, on atoms 1 to 2: atom 1 (Li): 0.896, atom 2 (C): -0.627



C25H29IN6O4S2Sn | the ωB97M-V functional and the def2-TZVPD basis

Structure (XYZ):
```
68
Properties=species:S:1:pos:R:3
Sn 0.52 0.02 0.84
C -5.59 -2.09 0.96
C -5.27 -0.61 0.84
N -4.12 -0.19 1.64
C -2.83 -0.32 1.22
S -1.65 0.54 2.17
N -2.66 -1.09 0.17
N -1.36 -1.16 -0.30
C -1.16 -2.05 -1.20
C -2.20 -3.03 -1.66
C 0.19 -2.10 -1.86
C 0.42 -2.91 -2.96
C 1.69 -2.92 -3.53
C 2.69 -2.13 -2.98
C 2.36 -1.35 -1.88
N 1.14 -1.32 -1.35
H -6.53 -2.31 0.45
H -5.69 -2.38 2.01
H -4.80 -2.70 0.51
H -6.11 -0.02 1.20
H -5.09 -0.34 -0.20
H -4.26 0.50 2.35
H -3.05 -3.01 -0.99
H -1.77 -4.03 -1.70
H -2.55 -2.77 -2.67
H -0.36 -3.53 -3.37
H 1.89 -3.54 -4.39
H 3.69 -2.10 -3.39
H 3.11 -0.72 -1.41
I 3.47 -1.96 2.25
C 1.80 -3.24 2.28
C 1.97 -4.58 2.61
C 0.84 -5.38 2.64
C -0.40 -4.82 2.35
C -0.45 -3.47 2.04
N 0.63 -2.69 2.00
H 2.95 -4.97 2.83
H 0.93 -6.43 2.89
H -1.30 -5.41 2.38
H -1.40 -2.98 1.81
C 6.24 2.92 3.46
C 6.12 2.58 1.99
C 6.47 3.51 1.01
C 6.33 3.21 -0.33
C 5.85 1.96 -0.71
C 5.52 1.01 0.25
C 5.66 1.33 1.60
S 5.52 1.63 -2.40
O 6.52 2.26 -3.20
O 5.23 0.22 -2.49
N 4.12 2.40 -2.74
C 2.95 2.01 -1.92
C 2.52 3.09 -0.93
C 1.59 2.41 0.06
O 0.54 1.86 -0.44
O 1.93 2.28 1.25
H 6.66 3.92 3.61
H 6.88 2.21 3.98
H 5.26 2.90 3.94
H 6.84 4.48 1.31
H 6.61 3.94 -1.09
H 5.16 0.04 -0.06
H 5.40 0.61 2.35
H 4.27 3.39 -2.86
H 3.22 1.12 -1.37
H 2.12 1.74 -2.57
H 2.01 3.90 -1.45
H 3.37 3.48 -0.37
```

Computed properties:
- E_HOMO: -7.308 eV
- E: -2907.98228 Ha
- Relative energy (zero: lowest compared OMol25 entry of this formula, charge and spin): 21.9 kcal per mole
- Kohn-Sham gap: 7.12 eV

These are the natural (NBO) partial charges, in e, on atoms 1 to 2: atom 1 (Sn): 1.237, atom 2 (C): -0.612



C25H29IrN2O10Se | the ωB97M-V functional and the def2-TZVPD basis

Structure (XYZ):
```
68
Properties=species:S:1:pos:R:3
Ir -0.12 0.18 0.22
N 0.92 -2.79 -1.68
C 0.03 -3.18 -0.58
C 0.53 -2.70 0.78
O 1.25 -3.44 1.43
N 0.13 -1.46 1.25
C 0.45 -1.15 2.63
C 1.08 0.24 2.75
O 1.65 0.60 3.76
O 0.93 1.00 1.69
H 0.58 -3.21 -2.54
H 1.86 -3.12 -1.52
H -0.06 -4.26 -0.45
H -0.95 -2.76 -0.79
H 1.09 -1.90 3.09
H -0.48 -1.09 3.21
C -2.06 1.61 -3.43
C -0.62 1.45 -2.95
C 0.38 1.80 -4.05
O -0.48 0.08 -2.59
C -0.42 2.45 -1.78
O -0.39 3.63 -2.06
O -0.33 2.03 -0.55
H -2.20 1.01 -4.34
H -2.28 2.65 -3.64
H -2.74 1.24 -2.67
H 0.16 1.20 -4.94
H 1.40 1.58 -3.71
H 0.32 2.86 -4.30
H 0.45 -0.15 -2.61
C 6.76 2.14 2.66
C 5.63 1.62 1.81
C 5.44 0.25 1.63
C 4.39 -0.25 0.87
C 4.26 -1.74 0.76
C 3.50 0.65 0.26
Se 2.14 -0.07 -0.91
C 3.68 2.03 0.43
C 2.77 3.06 -0.19
C 4.74 2.48 1.20
H 7.37 1.32 3.06
H 6.38 2.72 3.50
H 7.42 2.79 2.08
H 6.12 -0.45 2.10
H 4.99 -2.23 1.41
H 4.43 -2.08 -0.27
H 3.26 -2.09 1.04
H 1.94 2.61 -0.72
H 3.33 3.69 -0.88
H 2.35 3.70 0.59
H 4.86 3.55 1.34
O -2.07 0.46 1.07
C -2.69 -0.34 0.30
O -2.07 -0.91 -0.62
C -4.15 -0.57 0.50
C -4.86 0.25 1.37
C -6.22 0.06 1.58
C -6.82 -0.96 0.89
O -8.13 -1.35 0.92
C -8.22 -2.50 0.07
O -6.95 -2.71 -0.53
C -6.11 -1.78 0.03
C -4.77 -1.60 -0.20
H -4.32 1.03 1.89
H -6.79 0.70 2.25
H -8.97 -2.32 -0.70
H -8.49 -3.37 0.68
H -4.21 -2.22 -0.89
```

Computed properties:
- Multiplicity: 2
- Net charge: -1
- E_HOMO (spin up / spin down): -5.186 / -5.033 eV
- E: -4337.87821 Ha
- Relative energy (zero: lowest compared OMol25 entry of this formula, charge and spin): 31.5 kcal per mole
- Kohn-Sham gap (spin up / spin down): 7.43 / 5.87 eV

These are the natural (NBO) partial charges, in e, on atoms 1 to 2: atom 1 (Ir): 1.409, atom 2 (N): -0.821



C25H29N2PReSbSe4Te | the ωB97M-V functional and the def2-TZVPD basis

Structure (XYZ):
```
64
Properties=species:S:1:pos:R:3
Re -0.23 -0.41 0.00
C 1.25 -2.04 5.12
C 0.42 -1.45 4.04
C -0.93 -1.07 4.03
C -1.19 -0.61 2.76
N -0.06 -0.68 2.00
N 0.90 -1.21 2.82
C -2.44 -0.09 2.14
H 0.89 -1.69 6.09
H 2.30 -1.78 5.02
H 1.15 -3.12 5.10
H -1.61 -1.13 4.86
H 1.85 -1.29 2.51
H -2.93 0.62 2.81
H -3.14 -0.90 1.93
H -2.26 0.45 1.20
C 3.05 -1.66 0.31
P 1.78 -1.31 -0.93
C 2.61 -0.18 -2.07
C 1.51 -2.82 -1.87
C 1.98 -4.06 -1.42
C 1.82 -5.19 -2.21
C 1.22 -5.09 -3.46
C 0.74 -3.86 -3.91
C 0.88 -2.73 -3.12
H 2.77 -2.48 0.97
H 3.27 -0.75 0.89
H 3.97 -1.95 -0.21
H 3.48 -0.70 -2.49
H 2.94 0.72 -1.56
H 1.95 0.09 -2.90
H 2.47 -4.16 -0.46
H 2.18 -6.14 -1.86
H 1.11 -5.97 -4.08
H 0.27 -3.78 -4.88
H 0.51 -1.78 -3.49
Se -7.02 -2.92 -3.24
Sb -5.65 -2.33 -1.49
Se -4.03 -0.54 -1.29
Se -5.66 -3.58 0.63
Se -1.40 -1.88 -1.07
Te -0.46 1.69 -1.68
C -2.08 2.74 -0.83
C -3.08 3.14 -1.71
C -4.12 3.92 -1.23
C -4.16 4.28 0.11
C -3.16 3.86 0.98
C -2.11 3.09 0.52
C 1.16 2.75 -0.86
C 1.45 2.62 0.50
C 2.48 3.38 1.05
C 3.21 4.24 0.23
C 2.92 4.34 -1.12
C 1.89 3.60 -1.67
H -3.05 2.86 -2.75
H -4.89 4.26 -1.91
H -4.96 4.91 0.48
H -3.19 4.16 2.02
H -1.31 2.81 1.20
H 0.89 1.95 1.15
H 2.71 3.30 2.10
H 4.00 4.84 0.66
H 3.49 5.02 -1.75
H 1.66 3.69 -2.73
```

Computed properties:
- Multiplicity: 2
- Net charge: +3
- E_HOMO (spin up / spin down): -16.386 / -16.360 eV
- E: -11612.19645 Ha
- Relative energy (zero: lowest compared OMol25 entry of this formula, charge and spin): 12.6 kcal per mole
- Kohn-Sham gap (spin up / spin down): 5.90 / 5.85 eV

These are the natural (NBO) partial charges, in e, on atoms 1 to 2: atom 1 (Re): 0.145, atom 2 (C): -0.673



C25H29N3O9Ti | the ωB97M-V functional and the def2-TZVPD basis

Structure (XYZ):
```
67
Properties=species:S:1:pos:R:3
Ti -0.53 0.66 0.94
C 0.47 -3.11 0.29
C 1.09 -2.24 1.39
O 1.37 -0.92 0.95
C 2.52 -0.77 0.11
C 2.20 -0.93 -1.36
O 1.10 -0.12 -1.70
C 0.45 -0.54 -2.88
C -0.98 -0.04 -2.83
O -1.65 -0.36 -1.63
C -2.27 -1.63 -1.57
C -1.28 -2.77 -1.33
O -0.25 -2.25 -0.54
H -0.18 -3.86 0.76
H 1.24 -3.65 -0.28
H 2.00 -2.69 1.78
H 0.39 -2.12 2.21
H 3.27 -1.51 0.39
H 2.92 0.22 0.32
H 1.98 -1.98 -1.60
H 3.10 -0.64 -1.93
H 0.48 -1.63 -2.96
H 0.93 -0.12 -3.77
H -1.54 -0.45 -3.69
H -0.99 1.05 -2.91
H -2.85 -1.80 -2.49
H -2.97 -1.57 -0.74
H -0.89 -3.17 -2.28
H -1.80 -3.60 -0.82
C -2.44 2.60 -0.98
O -1.12 2.20 -0.60
C -0.07 2.88 -1.23
C -0.21 3.62 -2.38
C 0.91 4.26 -2.90
C 2.13 4.16 -2.25
C 2.26 3.42 -1.08
C 1.16 2.74 -0.56
N 1.14 2.00 0.61
N 2.28 2.13 1.29
C 2.33 1.65 2.56
C 1.26 1.10 3.28
O 0.07 0.88 2.71
C 1.38 0.78 4.65
C 2.56 0.92 5.30
C 3.71 1.40 4.60
C 4.95 1.53 5.26
C 6.06 2.00 4.60
C 5.95 2.36 3.24
C 4.75 2.25 2.59
C 3.60 1.77 3.25
H -2.51 3.69 -0.98
H -2.68 2.22 -1.97
H -3.13 2.18 -0.26
H -1.17 3.70 -2.87
H 0.82 4.85 -3.81
H 2.99 4.68 -2.65
H 3.20 3.37 -0.57
H 0.49 0.40 5.14
H 2.66 0.67 6.35
H 5.02 1.25 6.30
H 7.01 2.09 5.11
H 6.81 2.73 2.71
H 4.66 2.54 1.55
O -3.05 -0.51 3.01
N -2.51 -0.23 1.99
O -2.55 0.92 1.45
O -1.78 -1.04 1.32
```

Computed properties:
- Multiplicity: 3
- E_HOMO (spin up / spin down): -5.638 / -7.047 eV
- E: -2660.83272 Ha
- Relative energy (zero: lowest compared OMol25 entry of this formula, charge and spin): 20.7 kcal per mole
- Kohn-Sham gap (spin up / spin down): 5.92 / 7.12 eV

These are the natural (NBO) partial charges, in e, on atoms 1 to 2: atom 1 (Ti): 1.766, atom 2 (C): -0.085



C25H29N5O | the ωB97M-V functional and the def2-TZVPD basis

Structure (XYZ):
```
60
Properties=species:S:1:pos:R:3
C -6.47 -2.10 1.57
C -5.12 -2.43 0.93
C -4.73 -1.35 -0.09
C -5.34 -1.56 -1.47
N -3.29 -1.10 -0.17
C -2.35 -2.04 -0.41
C -2.69 -3.49 -0.55
N -1.07 -1.80 -0.53
C -0.68 -0.53 -0.39
C -1.55 0.54 -0.14
C -2.95 0.30 -0.02
O -3.82 1.11 0.19
C -0.73 1.71 -0.07
N -0.99 2.97 0.14
C 0.07 3.80 0.13
C -0.14 5.18 0.35
C 0.92 6.04 0.35
C 2.23 5.58 0.14
C 2.47 4.25 -0.08
C 1.40 3.33 -0.09
N 1.67 2.02 -0.31
C 0.62 1.25 -0.29
N 0.61 -0.10 -0.50
C 1.76 -0.94 -0.70
C 2.48 -1.21 0.63
C 3.69 -2.08 0.44
C 3.73 -3.34 0.84
C 4.90 -4.25 0.67
C 5.92 -3.69 -0.31
C 6.15 -2.21 -0.02
C 4.86 -1.43 -0.26
H -6.42 -1.15 2.09
H -7.25 -2.05 0.82
H -6.74 -2.87 2.29
H -4.37 -2.47 1.71
H -5.19 -3.41 0.46
H -5.12 -0.39 0.28
H -5.07 -0.73 -2.12
H -5.01 -2.49 -1.94
H -6.42 -1.59 -1.39
H -3.55 -3.66 -1.20
H -1.82 -3.99 -0.97
H -2.90 -3.92 0.43
H -1.15 5.51 0.52
H 0.75 7.10 0.52
H 3.04 6.29 0.14
H 3.47 3.88 -0.25
H 2.44 -0.41 -1.38
H 1.43 -1.87 -1.15
H 1.77 -1.71 1.31
H 2.77 -0.26 1.07
H 2.87 -3.77 1.36
H 5.37 -4.40 1.65
H 4.55 -5.23 0.34
H 6.86 -4.24 -0.24
H 5.54 -3.79 -1.33
H 6.95 -1.81 -0.65
H 6.45 -2.09 1.02
H 4.66 -1.40 -1.34
H 4.96 -0.40 0.08
```

Computed properties:
- E_HOMO: -8.084 eV
- Structure (SMILES): CC[C@H](C)n1c(C)nc2c(c1=O)c1nc3ccccc3nc1n2CCC1=CCCCC1
- E: -1319.14075 Ha
- Relative energy (zero: lowest compared OMol25 entry of this formula, charge and spin): 1.6 kcal per mole
- Kohn-Sham gap: 7.89 eV

These are the natural (NBO) partial charges, in e, on atoms 1 to 2: atom 1 (C): -0.600, atom 2 (C): -0.405



C25H29N5O4 | the ωB97M-V functional and the def2-TZVPD basis

Structure (XYZ):
```
63
Properties=species:S:1:pos:R:3
C -6.06 -2.96 1.89
C -5.85 -1.58 1.38
C -4.40 -1.45 0.67
O -3.41 -1.60 1.60
C -1.95 -1.77 1.24
C -1.10 -2.28 2.06
C 0.20 -2.08 1.98
C 0.67 -1.75 0.56
O 2.02 -1.84 0.45
C 2.53 -1.14 -0.73
O 3.92 -1.21 -0.68
C 1.69 -0.74 -1.56
C 0.40 -1.10 -1.57
C -0.28 -1.46 -0.47
C -1.41 -1.52 0.04
C -0.62 -1.00 -2.94
C 0.38 -1.42 -4.11
C 1.85 -0.83 -4.19
N 2.18 -0.35 -2.90
C 3.04 0.79 -2.81
O 3.14 1.43 -4.13
C 3.05 1.56 -1.47
N 2.05 1.51 -0.49
C 2.19 1.24 0.73
C 2.09 2.68 1.55
N 0.62 3.05 1.24
C -0.47 2.36 1.70
N -1.66 2.53 1.12
C -2.62 1.78 1.85
C -2.40 1.31 3.11
C -1.10 1.31 3.61
N -0.20 1.66 2.90
C 0.59 3.16 -0.35
C 0.99 1.80 -0.97
H -7.13 -2.90 2.44
H -6.17 -3.62 1.04
H -5.37 -3.28 2.44
H -5.58 -1.03 2.49
H -6.53 -1.00 0.71
H -4.25 -2.23 -0.20
H -4.18 -0.58 0.20
H -1.48 -2.35 3.01
H 0.91 -2.13 2.75
H -2.30 -1.20 -0.89
H -1.34 -1.58 -2.81
H -0.64 -0.09 -2.99
H -0.13 -1.46 -4.83
H 0.60 -2.57 -3.64
H 2.41 -1.29 -4.68
H 1.31 0.18 -4.77
H 4.15 1.08 -1.14
H 3.28 2.63 -1.74
H 3.24 1.12 1.19
H 1.50 0.61 1.18
H 1.91 2.63 2.70
H 2.60 3.54 1.28
H -3.55 1.82 1.32
H -3.09 0.52 3.71
H -1.01 0.89 4.44
H -0.51 3.58 -0.30
H 1.22 4.08 -0.70
H 0.87 2.16 -2.08
H 0.04 1.38 -0.66
```

Computed properties:
- E_HOMO: -7.550 eV
- Structure (SMILES): CCCOc1ccc2oc(=O)c3c(c2c1)CCCN3C(=O)CN1CCN(c2ncccn2)CC1
- E: -1543.90831 Ha
- Relative energy (zero: lowest compared OMol25 entry of this formula, charge and spin): 645.7 kcal per mole
- Kohn-Sham gap: 6.33 eV

These are the natural (NBO) partial charges, in e, on atoms 1 to 2: atom 1 (C): -0.578, atom 2 (C): -0.392



Question: Look up the E of the fifth one.
Answer: -2660.83272 Ha